Entry 1:
87
Properties=species:S:1:pos:R:3:forces:R:3:mulliken_charge:R:1 method="wB97M-V/def2-TZVPD" e_homo_ev="-13.040 / -14.215" total_charge=+2 multiplicity=6
Ir -0.3570 -0.1337 2.2183 -0.2 -0.4 0.2 2.07
Te 0.0337 2.7037 3.2420 1.9 3.1 1.0 2.14
Sb 0.5296 -0.7608 4.7635 0.2 -1.0 -0.5 0.76
As -2.9018 1.1545 -2.1193 -0.2 -0.6 0.1 1.29
As 1.3011 1.0620 -0.7863 0.1 -0.2 -0.3 0.63
S -0.6321 -6.0302 -2.0335 0.6 -1.7 2.7 1.25
S -2.2374 3.5222 -0.2420 0.2 -0.3 0.0 0.01
F 0.0267 2.4333 5.0852 -0.3 -0.2 -0.1 -0.37
F -1.0074 4.2386 3.3604 -0.2 -0.4 -0.2 -0.40
F 1.3849 3.9386 3.5723 -0.1 0.0 0.1 -0.40
F 1.5709 1.5721 3.2357 -0.7 -0.4 -0.1 -0.59
F 0.5263 3.0123 1.4466 -0.7 -0.2 -0.1 -0.48
O 0.7720 -6.2859 -1.9114 -0.2 0.2 -0.5 -0.57
O -1.0109 -4.9544 -2.9781 -0.4 1.1 -0.5 -0.31
O -1.5613 -7.1040 -1.8748 0.1 0.2 -0.5 -0.56
O 1.0227 0.2918 0.6940 -0.6 -0.2 0.3 -0.06
O -1.4314 1.6979 2.9150 0.3 -1.0 -0.8 -0.90
N -1.9685 -1.8450 2.1419 0.4 0.1 -0.2 -0.50
C -0.6618 3.8304 -3.2553 0.1 0.0 0.0 -0.96
C 2.8720 2.1560 -0.7067 -0.3 -0.1 -0.1 0.60
C 0.1340 2.8710 -2.5922 0.0 -0.2 0.2 -0.13
C 4.1019 1.5478 -0.9407 -0.1 0.0 0.0 -0.48
C -2.3463 -0.6828 -2.3085 0.0 0.1 0.0 -1.01
C -2.4997 4.4740 -1.6444 0.1 0.1 0.1 -0.43
C -0.3235 -3.0897 0.8109 0.0 0.0 0.2 0.41
C 5.1651 3.6862 -0.6789 0.0 0.0 0.0 -0.55
C -2.6562 -3.7163 0.6933 -0.2 -0.1 0.1 -0.58
C -0.1863 2.0650 -1.5336 0.2 0.2 0.1 0.09
C 1.5908 -0.4153 -1.9896 -0.1 0.0 0.2 0.41
C -4.5428 1.1571 -1.1203 0.0 0.1 0.0 -1.28
C -1.8224 4.4955 -2.8361 0.0 0.1 -0.1 -0.49
C 2.7756 3.5213 -0.4560 0.0 0.0 -0.1 -0.15
C -1.0324 -4.8473 -0.6010 0.2 0.0 -1.4 -0.12
C 2.3198 -1.4966 -1.4972 0.0 0.0 0.0 -0.48
C -3.3350 1.8049 -3.8763 0.1 0.0 0.0 -1.28
C -1.5486 1.9692 -0.9535 -0.1 0.5 0.0 0.10
C 3.9330 4.2841 -0.4467 0.0 0.0 0.0 -0.90
C -2.3561 -4.6963 -0.2369 -0.2 0.1 0.0 -0.91
C 5.2509 2.3210 -0.9210 0.1 0.0 0.0 -0.74
C 0.0024 -4.0672 -0.1139 -0.1 0.2 0.1 -0.92
C 2.0099 -2.6332 -3.5916 0.0 -0.1 0.0 -0.58
C 1.2732 -1.5611 -4.0745 0.0 0.0 -0.1 -0.67
C 1.0620 -0.4469 -3.2747 0.1 0.1 0.1 -0.47
C -1.6474 -2.9056 1.2009 0.0 -0.1 -0.1 0.38
C 2.4445 -1.5537 4.2539 -0.2 0.0 0.3 -1.23
C 0.9661 0.0323 6.6923 -0.2 0.1 -0.2 -1.25
C -0.5198 -2.5741 5.2708 0.3 0.3 0.1 -1.45
C 2.5338 -2.6032 -2.3046 0.0 0.0 -0.1 -1.08
H -1.8509 -1.0074 -1.3927 0.0 0.0 0.0 0.07
H 2.8808 -2.0018 5.1467 0.1 0.0 -0.1 0.45
H -3.9242 1.0239 -4.3559 0.0 -0.1 0.1 0.50
H 0.5111 0.4049 -3.6559 0.0 0.0 -0.1 0.54
H -0.0328 -3.0099 6.1448 -0.1 -0.1 -0.1 0.46
H 3.1105 -3.4463 -1.9436 0.0 0.0 0.0 0.49
H -5.1626 0.3229 -1.4447 0.1 0.0 0.0 0.47
H 1.1374 2.7493 -2.9928 0.0 0.1 0.0 0.53
H 1.0205 -4.2417 -0.4315 0.0 0.1 -0.1 0.66
H 1.8186 3.9880 -0.2711 0.0 0.0 0.0 0.37
H 0.8722 -1.5888 -5.0802 0.0 0.0 0.0 0.48
H 0.4490 -2.4416 1.2166 0.1 -0.1 0.0 0.13
H -2.4402 1.9978 -4.4585 0.1 0.0 0.0 0.41
H 0.0870 0.5075 7.1158 0.0 0.0 0.0 0.37
H -3.6850 -3.5866 1.0119 0.0 0.0 0.1 0.51
H 2.3382 -2.3114 3.4786 0.0 0.0 0.0 0.33
H 1.7693 0.7564 6.5987 0.0 0.0 0.0 0.39
H 4.1616 0.4863 -1.1420 0.1 0.0 0.0 0.33
H -0.2446 4.1971 -4.1858 0.0 0.0 0.0 0.46
H 6.0636 4.2900 -0.6744 0.0 0.0 0.0 0.42
H -2.9208 -1.5318 1.9862 0.0 0.1 0.1 0.23
H 3.0787 -0.7445 3.8994 0.0 0.0 0.0 0.36
H 1.2743 -0.8167 7.3008 0.0 0.0 -0.1 0.48
H 2.1750 -3.4998 -4.2185 0.0 0.0 0.0 0.47
H -3.2548 5.2335 -1.4685 0.0 -0.1 0.0 0.46
H -3.2217 -1.3016 -2.4962 0.0 0.0 0.0 0.56
H -1.9418 -2.2232 3.0864 0.0 0.0 0.1 0.19
H 3.8675 5.3465 -0.2520 0.0 0.0 0.0 0.44
H 6.2134 1.8611 -1.1023 0.0 0.0 0.0 0.44
H -0.4546 -3.2853 4.4446 0.0 0.0 0.0 0.39
H 2.7207 -1.4567 -0.4912 0.0 -0.1 0.0 0.54
H -1.5620 1.2758 -0.1074 0.0 0.0 0.1 -0.80
H -4.3451 1.0854 -0.0531 0.1 0.0 0.0 0.39
H -5.0745 2.0853 -1.3166 0.0 0.1 0.0 0.42
H -1.5601 -2.3644 5.5213 0.0 0.0 0.0 0.44
H -1.6483 -0.7856 -3.1353 0.0 0.0 0.0 0.32
H -3.1172 -5.3475 -0.6473 0.0 0.1 -0.1 0.53
H -3.9271 2.7098 -3.7922 0.0 0.1 0.0 0.45
H -2.1979 5.2314 -3.5399 0.0 0.0 0.0 0.40

***

Entry 2:
75
Properties=species:S:1:pos:R:3:forces:R:3:mulliken_charge:R:1 method="wB97M-V/def2-TZVPD" e_homo_ev="-7.112 / -7.509" total_charge=0 multiplicity=5
Br 3.5540 0.8059 -0.0284 0.2 0.1 -0.1 0.00
Fe 0.5744 0.5977 -0.3990 -0.8 -0.1 -0.1 0.90
S 0.5288 4.6720 1.4599 0.0 0.1 0.0 -0.33
S 0.7204 2.9660 -1.0679 0.1 0.1 0.2 -0.44
N 1.6590 -0.7250 1.1581 0.2 0.2 0.1 0.97
N 0.8391 2.1117 1.4194 -0.1 -0.1 0.3 0.58
C 3.6675 -0.6110 2.4474 0.0 0.0 0.0 -0.81
C 1.8084 -1.9304 3.2247 -0.1 -0.1 0.0 0.51
C 0.7743 2.4756 2.7622 0.1 -0.2 -0.2 -0.97
C -1.6409 -0.3144 -0.3803 0.1 0.1 0.3 0.34
C 1.1348 -1.5339 2.0784 0.0 -0.1 -0.1 -0.25
C 0.7186 3.1484 0.6336 0.1 0.1 -0.1 0.21
C -0.6885 -1.2919 -0.7470 0.0 -0.2 -0.1 -0.44
C 2.8947 -0.2885 1.3496 -0.1 -0.1 0.0 0.09
C 1.9994 -1.1922 -3.4303 0.0 0.0 0.0 -1.67
C -0.7881 0.2013 -2.4878 -0.1 0.0 -0.1 0.32
C 0.7890 2.1253 5.1304 0.0 0.0 0.0 -0.96
C -2.0981 1.8013 -3.9145 0.0 0.1 0.0 -2.27
C 0.3515 1.8507 -4.1422 0.1 -0.1 0.0 -1.84
C -2.7924 -1.7450 1.3182 0.0 -0.1 0.0 -1.79
C -2.0134 0.5217 1.9992 0.1 0.1 0.0 -1.35
C -2.5609 -0.3095 0.8357 -0.1 -0.1 -0.1 2.00
C -0.9762 -0.0706 -5.0199 -0.2 0.0 0.0 -1.86
C 0.5288 4.3668 4.2737 0.0 0.0 0.0 -0.56
C 0.8683 1.6095 3.8491 0.0 0.0 0.1 0.44
C -1.6533 0.6112 -1.4324 -0.1 0.0 -0.2 0.07
C 0.2292 -2.9821 -3.5972 0.0 0.0 0.0 -1.76
C 1.1376 -2.8130 4.2410 0.0 0.0 0.0 -1.61
C -0.1564 -1.0082 -2.0447 0.5 0.1 0.1 -0.90
C 3.0987 -1.4463 3.3934 0.1 0.0 0.1 -0.42
C 0.6197 3.4954 5.3449 0.0 0.0 0.0 -0.50
C -3.9197 0.2741 0.4267 -0.1 0.0 0.0 -2.01
C 0.8929 -1.9401 -2.6788 -0.2 -0.1 0.0 1.72
C 0.6072 3.8466 2.9875 0.0 0.0 0.0 0.54
C 1.6050 -2.7528 -1.5860 0.1 0.0 0.1 -2.08
C -0.8384 0.9207 -3.8571 0.0 0.0 0.1 2.35
H -3.8265 1.3191 0.1276 0.0 0.0 0.0 0.36
H 0.3984 5.4292 4.4351 0.0 0.0 0.0 0.39
H 0.4605 -2.2320 4.8705 0.0 0.0 0.0 0.30
H -4.6196 0.2300 1.2662 0.0 0.0 0.0 0.43
H -2.9974 1.2336 -3.6685 0.0 0.0 -0.1 0.38
H 0.2903 2.2225 -5.1696 0.0 0.0 0.0 0.50
H 4.6705 -0.2243 2.5516 0.0 0.0 0.0 0.49
H -1.1861 0.4884 -5.9353 0.0 0.0 0.0 0.53
H -0.3116 -2.5399 -4.4277 0.0 0.1 0.0 0.19
H 2.4394 -0.4150 -2.8003 0.0 0.0 0.0 0.15
H 2.7938 -1.8904 -3.7071 0.0 0.0 0.0 0.52
H -2.0284 2.6509 -3.2316 0.0 0.0 0.0 0.38
H -2.2096 2.2016 -4.9247 0.0 0.0 0.0 0.48
H -4.3509 -0.2803 -0.4098 0.0 0.0 0.0 0.37
H -3.2267 -2.3590 0.5264 0.0 0.0 0.0 0.36
H 0.8575 1.4572 5.9797 0.0 0.0 0.0 0.42
H 3.6684 -1.7245 4.2727 0.0 0.0 0.0 0.42
H -0.4804 -3.5831 -3.0232 0.0 0.0 0.0 0.34
H 0.9865 -3.6573 -4.0069 0.0 0.0 0.0 0.48
H 0.3345 2.7170 -3.4853 0.0 0.0 0.0 0.44
H -1.8677 -2.2314 1.6378 0.0 0.0 0.0 0.26
H -0.9883 0.2419 2.2479 0.0 0.0 0.0 -0.18
H -2.6278 0.3850 2.8942 0.0 0.0 0.0 0.52
H 2.3849 -3.3619 -2.0483 0.0 0.0 0.0 0.53
H -2.0031 1.5862 1.7514 0.0 0.0 0.0 0.36
H 0.5595 3.8796 6.3545 0.0 0.0 0.0 0.38
H 1.3111 1.3493 -4.0230 0.0 0.0 0.0 0.15
H 1.6538 -0.7168 -4.3420 -0.1 0.0 0.0 0.24
H -1.8041 -0.7633 -4.8504 0.0 0.0 0.0 0.31
H -2.2748 1.4911 -1.4544 0.1 0.0 0.0 0.22
H 2.0766 -2.1101 -0.8412 0.0 0.0 -0.1 0.24
H 0.9950 0.5486 3.6830 0.0 0.0 0.0 0.30
H 0.5482 -3.5937 3.7603 0.0 0.0 0.0 0.38
H -0.4685 -2.1931 -0.1954 0.0 0.1 0.0 0.78
H -3.4754 -1.7483 2.1710 0.0 0.0 0.0 0.42
H -0.0798 -0.6513 -5.2018 0.1 0.0 0.0 0.25
H 0.1287 -1.8801 1.8768 0.0 0.0 0.0 -0.08
H 1.8703 -3.2897 4.8909 0.0 0.0 0.0 0.42
H 0.9238 -3.4327 -1.0705 0.0 0.0 0.0 0.35

***

Entry 3:
77
Properties=species:S:1:pos:R:3:forces:R:3:mulliken_charge:R:1 method="wB97M-V/def2-TZVPD" e_homo_ev=-9.178 total_charge=0
Cl 3.2632 1.0365 0.5863 -0.2 0.1 0.0 -0.14
O -0.5200 1.3290 -0.9506 -0.3 -0.6 -0.6 -0.57
N -5.0784 -1.6611 0.0718 0.1 0.0 -0.1 -0.65
N -2.0417 -6.1780 -1.6456 0.1 0.1 0.1 -0.61
N 1.7309 -2.8121 -3.8407 0.0 0.2 0.0 -0.28
N 1.0352 2.8087 -0.1918 0.2 -0.9 0.5 -0.25
N -3.9232 2.7635 0.2000 -0.4 0.5 -0.4 -0.77
N 1.0485 -2.0405 1.0507 0.0 0.4 0.4 -0.41
C 2.8165 -0.9618 -4.9116 0.0 0.0 0.0 -0.37
C 0.2412 -1.7833 2.2640 0.2 1.0 -0.4 -1.04
C 1.5770 3.2175 1.0956 -0.5 1.8 -1.1 2.58
C -2.1878 -5.6704 -0.4206 -0.1 -0.2 0.0 -0.49
C 2.6537 -2.3162 -4.6643 0.0 -0.1 0.0 -0.42
C 4.0836 3.2502 1.9000 1.1 -1.1 0.4 -0.67
C 0.0655 0.7138 2.1783 -0.2 -0.9 -1.2 -0.93
C 0.9279 -1.9396 -3.2324 0.0 -0.1 0.0 0.13
C -1.2996 -4.7746 0.1553 0.0 -0.1 -0.1 -0.26
C -2.7274 2.9521 0.5426 -0.2 -0.9 0.6 0.03
C -0.9702 -5.7888 -2.3396 -0.2 -0.1 0.0 -0.47
C -0.0226 -4.9003 -1.8544 0.0 -0.1 -0.1 -0.40
C -2.0543 2.0213 1.5579 0.2 1.1 -0.4 -1.69
C 5.2565 2.3345 2.3776 -0.4 0.9 -0.7 -1.35
C 0.2779 3.1412 1.9590 -0.2 0.5 1.7 -0.40
C -0.5425 1.9173 1.4239 1.7 1.2 0.2 3.37
C -3.7605 -0.3315 -1.4305 0.0 0.0 0.0 -0.12
C 1.9708 -0.0710 -4.2701 0.0 0.0 0.0 -0.61
C -0.1939 -4.3839 -0.5808 0.2 0.1 0.0 0.08
C -4.5329 -2.7490 -0.4722 -0.1 0.0 0.1 -0.35
C -4.6876 -0.4809 -0.4105 -0.1 -0.1 0.1 -0.63
C 2.2818 5.7864 1.2534 0.3 -0.6 -0.4 -0.16
C 1.9698 4.6557 0.9953 0.1 -0.2 0.8 -2.46
C -3.2048 -1.4762 -1.9813 0.0 0.0 0.0 -0.35
C -0.0347 1.9468 -0.0424 -0.3 -0.2 0.5 -1.01
C -0.4736 4.4731 2.1137 -0.6 -0.2 -0.6 -1.93
C -0.7091 -0.5981 1.9836 0.5 -0.4 1.0 -0.94
C 1.0033 -0.5657 -3.4111 0.0 0.0 0.0 -0.33
C 2.8204 2.4299 1.6426 0.1 0.3 0.4 -0.27
C -3.5962 -2.7128 -1.4940 0.0 0.1 -0.1 -0.24
H 0.8273 -4.6147 -2.4610 0.0 0.0 -0.1 0.58
H 3.2907 -3.0499 -5.1462 0.0 0.0 0.0 0.38
H 1.0642 0.5384 1.7651 -0.1 0.1 0.1 -0.19
H 1.7005 2.5338 -0.9022 -0.1 0.2 -0.2 0.54
H 3.9405 3.9713 2.6996 -0.5 0.2 -0.2 0.43
H 0.3235 0.0966 -2.8902 0.0 0.0 0.0 0.45
H -5.1486 0.3860 0.0523 -0.1 -0.1 -0.1 0.63
H -4.8698 -3.6946 -0.0610 0.0 0.0 0.0 0.41
H -3.4820 0.6535 -1.7820 0.0 0.0 0.1 0.37
H -2.4752 -1.4048 -2.7791 0.0 0.0 0.0 0.49
H -4.3170 1.9478 0.6698 0.1 0.1 0.0 0.21
H 0.0441 5.1584 2.7742 0.2 0.1 -0.1 0.44
H 4.9153 1.5352 3.0301 0.2 0.0 0.1 0.33
H 0.5185 -3.6737 -0.1691 -0.2 -0.2 0.0 0.73
H -2.2528 2.4521 2.5439 -0.1 -0.3 0.1 0.23
H -0.8802 -6.2117 -3.3347 0.1 0.0 0.0 0.37
H 0.8141 -1.3082 0.3870 0.1 -0.2 -0.2 0.04
H -1.4729 -4.3906 1.1522 0.0 0.0 0.0 0.27
H 0.9087 -1.4415 3.0637 -0.1 -0.3 0.2 0.32
H 2.7395 6.7118 1.4768 -0.1 0.5 -0.1 0.50
H -3.1831 -3.6277 -1.8966 0.0 0.0 0.0 0.46
H 3.5852 -0.6157 -5.5891 0.0 0.0 0.0 0.38
H 2.0646 0.9950 -4.4372 0.0 0.0 0.0 0.43
H 0.6094 2.9665 2.9894 0.0 -0.4 -0.1 0.34
H -1.1093 -0.6582 0.9697 -0.2 -0.1 0.1 0.56
H -1.4585 4.3213 2.5578 0.1 -0.2 0.1 0.36
H -2.5695 1.0662 1.4875 0.2 -0.1 0.0 0.71
H 5.7299 1.9429 1.4815 0.1 -0.4 0.2 0.33
H -2.2064 3.8047 0.1124 0.2 -0.1 0.0 0.39
H -3.0699 -6.0050 0.1165 0.0 0.0 0.1 0.43
H -1.5012 -0.6498 2.7338 -0.3 0.1 -0.3 0.46
H 2.0304 -1.8904 1.2484 0.0 -0.2 0.0 0.23
H -0.2939 -2.6593 2.6295 0.0 -0.1 -0.3 0.38
H 5.9875 2.9808 2.8613 0.0 -0.2 0.3 0.42
H 0.1886 -2.3724 -2.5666 0.0 0.1 0.0 0.20
H 0.2265 0.9057 3.2396 -0.3 0.2 0.0 0.43
H 4.4538 3.7459 1.0061 -0.4 0.3 -0.1 0.42
H -0.6598 4.9470 1.1499 0.2 0.2 0.1 0.49
H 2.5244 2.0254 2.6098 0.0 -0.4 -0.1 0.48

***

Which E_tot belongs to each record? In order, -217053.244, -160825.298, -55250.650 eV.